No. 1
Molecular formula: C46H56BF10N9O7S
Method: DFT, wB97M-V/def2-TZVPD

## Properties
- Total charge: 0
- Frontier orbital gap: 7.920 eV
- Calculated total energy: -4227.4613 Eh

CARTESIAN COORDINATES (ANGSTROEM)
C  -3.55037  -1.25361  -1.01692
C  -2.34986  -1.26451  -1.17301
C  -0.90232  -1.16787  -1.23202
C  -0.29365  0.26340  -1.06311
C  -1.12205  1.21188  -1.92600
C  -1.23676  0.79772  -3.40499
O  -2.60061  0.48425  -3.73159
C  -2.64943  -0.08852  -5.00908
C  -2.49901  -1.60433  -4.98105
F  -3.00765  -2.15983  -3.91689
F  -1.25550  -2.01664  -5.12588
F  -3.15246  -2.08757  -6.04328
O  0.99061  -0.02336  -1.72303
S  1.81169  1.27463  -2.24175
O  2.57367  0.81023  -3.34197
O  2.93749  1.53525  -1.04674
C  2.72008  1.15515  0.29200
C  3.96276  0.24311  0.64562
B  4.45276  -0.65233  -0.59101
O  5.14822  -0.19185  -1.67136
O  4.14430  -2.00566  -0.55660
O  2.93257  2.34753  1.13375
C  3.66885  3.24077  0.58887
N  4.21347  4.15020  0.10577
C  1.52155  0.33229  0.74084
C  0.03096  0.68242  0.40299
C  -0.12951  2.19524  0.79612
C  0.25657  3.37355  -0.13001
N  0.38797  4.59585  0.73297
C  -0.80731  -0.01583  1.52096
F  -0.64895  0.62088  2.68327
F  -2.09479  0.22471  1.22456
C  -0.75216  -1.52387  1.90376
F  -1.27543  -1.57801  3.15308
F  -1.58695  -2.31852  1.26979
C  0.57316  -2.32082  2.08627
F  0.25607  -3.38831  2.79256
F  1.46610  -1.69242  2.81869
F  1.09093  -2.80782  0.99583
H  -4.60110  -1.26913  -0.95408
H  -0.37274  -1.85727  -0.57907
H  -0.62764  -1.52697  -2.22028
H  -2.13097  1.36802  -1.55700
H  -0.71559  2.21198  -2.01410
H  -0.97859  1.63909  -4.05316
H  -0.54253  0.00287  -3.67702
H  -3.60073  0.12359  -5.48746
H  -1.87435  0.29682  -5.67516
H  3.66897  -0.42247  1.45864
H  4.78560  0.84425  1.03193
H  6.10115  -0.23216  -1.56536
H  4.19855  -2.27394  0.36536
H  1.76753  -0.70418  0.54569
H  1.55652  0.41577  1.82734
H  0.51983  2.34955  1.65146
H  -1.12058  2.43704  1.16796
H  -0.56687  3.64317  -0.77909
H  1.20859  3.32745  -0.64332
H  1.34735  4.61783  1.05905
H  -0.22981  4.44588  1.52395
N  -4.40697  -7.09935  -3.85497
C  -4.42470  -6.28946  -2.75043
C  -4.16129  -5.01225  -3.16509
C  -3.98178  -5.05003  -4.57643
C  -4.14155  -6.34948  -4.97167
H  -4.56682  -8.08700  -3.85014
H  -4.62091  -6.69218  -1.77097
H  -4.10288  -4.14393  -2.52932
H  -3.76211  -4.22077  -5.22149
H  -4.08908  -6.80577  -5.94538
N  -3.15674  -10.29715  -2.47327
C  -1.88403  -10.55066  -2.03827
C  -1.92640  -11.66611  -1.24695
C  -3.27732  -12.10664  -1.20577
C  -4.01117  -11.24399  -1.97311
H  -3.42142  -9.53586  -3.06686
H  -1.06348  -9.91697  -2.32804
H  -1.08326  -12.11824  -0.75233
H  -3.66393  -12.95959  -0.67375
H  -5.06239  -11.22064  -2.20541
N  2.17361  -0.40021  5.43879
C  3.39026  -0.58336  6.03889
C  3.38332  0.10461  7.22242
C  2.11030  0.72401  7.34416
C  1.38685  0.39198  6.23022
H  1.90072  -0.78642  4.55664
H  4.15264  -1.18451  5.57308
H  4.19866  0.15758  7.92429
H  1.76603  1.34128  8.15694
H  0.38439  0.64984  5.93262
N  0.30305  6.65013  3.47018
C  -0.54210  7.70667  3.26752
C  -0.56693  8.45105  4.41632
C  0.30185  7.82080  5.34787
C  0.82489  6.71468  4.73426
H  0.50785  5.93892  2.79496
H  -1.05017  7.83559  2.32716
H  -1.14170  9.34854  4.57230
H  0.51818  8.14489  6.35230
H  1.51997  5.97090  5.08555
N  -7.51138  -3.48675  -1.30570
C  -8.79569  -3.07262  -1.53009
C  -9.28994  -2.57713  -0.35298
C  -8.26124  -2.69288  0.62044
C  -7.17717  -3.25521  0.00158
H  -6.90702  -3.89778  -1.99378
H  -9.24526  -3.16684  -2.50370
H  -10.27840  -2.17553  -0.20525
H  -8.31215  -2.39688  1.65489
H  -6.20019  -3.51131  0.37606
N  7.35666  -0.37483  -5.92000
C  7.04956  0.77026  -6.60256
C  5.87188  1.25609  -6.09896
C  5.45241  0.37224  -5.06777
C  6.38957  -0.62168  -4.98010
H  8.16449  -0.94546  -6.08267
H  7.69214  1.13795  -7.38444
H  5.36633  2.14740  -6.43149
H  4.56648  0.45691  -4.46143
H  6.45151  -1.48086  -4.33382
N  4.91572  10.58337  6.37646
C  4.89996  11.41388  5.28910
C  3.88998  11.00234  4.46100
C  3.26780  9.88127  5.07444
C  3.92155  9.64917  6.25447
H  5.55668  10.64873  7.14436
H  5.60631  12.22150  5.19914
H  3.62458  11.45440  3.51996
H  2.43671  9.31195  4.69319
H  3.76711  8.90284  7.01517

Atom charges from the Löwdin analysis, given in e for atoms 1 to 2: C 0.153; C -0.125



No. 2
Molecular formula: C46H56BHfN8O2S4
Method: DFT, wB97M-V/def2-TZVPD

## Properties
- Energy above the lowest of the compared OMol25 structures with the same formula, charge and spin: 66.0 kJ/mol
- Total charge: -1
- Frontier orbital gap: 3.919 eV
- Calculated total energy: -4040.7778 Eh

CARTESIAN COORDINATES (ANGSTROEM)
Hf  -1.70030  -0.75048  -0.32696
C  1.50245  -1.37185  -4.45532
C  1.72968  -0.37888  -3.35949
C  2.81561  0.44207  -3.33905
C  3.03656  1.29989  -2.24441
N  2.23782  1.27009  -1.21141
N  1.15482  0.49457  -1.24167
B  0.25248  0.52530  0.03919
N  0.18285  2.02627  0.54476
N  1.19198  2.44131  1.31937
C  1.14832  3.65073  1.80764
C  0.07658  4.51986  1.49783
C  -0.96142  4.09927  0.72254
C  -2.13718  4.95566  0.39789
C  -0.88379  2.74928  0.25677
S  -2.20094  2.04636  -0.67665
C  2.29736  4.08255  2.70526
C  1.72887  4.58551  4.03804
C  3.24703  2.91929  2.97990
C  3.06103  5.21810  2.01447
N  0.83618  -0.29084  1.20988
N  2.05443  -0.80747  1.05798
C  2.52268  -1.60955  1.97966
C  1.79897  -1.84624  3.16326
C  0.56620  -1.28312  3.34135
C  -0.26446  -1.53694  4.55608
C  0.03828  -0.48565  2.28866
S  -1.56322  0.16242  2.30823
C  3.89834  -2.20029  1.68369
C  3.91194  -2.74807  0.25245
C  4.93696  -1.08249  1.81862
C  4.24239  -3.33318  2.64915
C  0.80015  -0.29334  -2.27111
S  -0.08658  -2.57910  -1.25673
C  4.19640  2.28257  -2.12466
C  5.03281  1.90805  -0.89819
C  3.61757  3.68869  -1.92969
C  5.08199  2.26583  -3.36782
H  2.43119  -1.55673  -4.99566
H  0.74894  -1.00755  -5.15473
H  1.12072  -2.30570  -4.04181
H  3.53072  0.41024  -4.15143
H  0.07280  5.52662  1.89921
H  -2.06758  5.91076  0.91715
H  -3.05934  4.44868  0.68612
H  -2.19626  5.10333  -0.68206
H  1.13961  3.80932  4.52921
H  1.09420  5.46350  3.91039
H  2.54837  4.86516  4.70356
H  2.73482  2.09756  3.48173
H  4.05717  3.27227  3.62351
H  3.67583  2.51687  2.06467
H  2.41787  6.07958  1.82378
H  3.47657  4.88833  1.06057
H  3.88614  5.55142  2.64814
H  2.20136  -2.50007  3.92552
H  0.22893  -2.25166  5.21495
H  -1.24118  -1.92486  4.26089
H  -0.44553  -0.60972  5.10318
H  3.64648  -1.97701  -0.46880
H  3.19083  -3.55880  0.13467
H  4.90924  -3.12997  0.01768
H  4.71827  -0.27519  1.12037
H  5.93668  -1.46987  1.60534
H  4.93938  -0.66578  2.82896
H  3.48896  -4.12284  2.62282
H  4.34153  -2.98659  3.68008
H  5.19859  -3.77480  2.36168
H  4.41272  1.91226  -0.00227
H  5.84826  2.62395  -0.76720
H  5.46630  0.91051  -1.00293
H  2.95982  3.71238  -1.06091
H  3.03444  4.00259  -2.79752
H  4.42981  4.40477  -1.78042
H  5.55319  1.29235  -3.51986
H  5.87910  3.00316  -3.25281
H  4.52415  2.52142  -4.27095
O  -5.64576  -5.78638  2.92604
C  -4.22240  -5.74276  2.97971
C  -3.68366  -4.57268  2.22008
C  -2.24819  -4.37746  2.24768
C  -1.72618  -3.35552  1.53277
N  -2.44499  -2.47216  0.78659
C  -3.85312  -2.62865  0.75363
C  -4.43774  -3.73401  1.49668
C  -4.55353  -1.77396  -0.04262
C  -5.99920  -1.72061  -0.11903
C  -6.65101  -0.90977  -0.97047
C  -8.14246  -0.84650  -1.01716
O  -8.66206  -1.09710  -2.33334
C  -5.86514  -0.05869  -1.85731
C  -4.52687  -0.05568  -1.72998
N  -3.80422  -0.82803  -0.84091
H  -5.92866  -6.60283  3.34212
H  -3.80017  -6.66902  2.56587
H  -3.88516  -5.67550  4.02392
H  -1.59763  -5.03859  2.80684
H  -0.65004  -3.20913  1.50811
H  -5.50436  -3.89783  1.44063
H  -6.57194  -2.35713  0.54592
H  -8.51794  0.14575  -0.75193
H  -8.56138  -1.56631  -0.30353
H  -8.09960  -1.78080  -2.71302
H  -6.34190  0.56764  -2.59817
H  -3.91946  0.57991  -2.37124
C  -0.44332  -1.06731  -2.18698
C  -1.31848  -1.10619  -3.39201
C  -1.41110  0.00581  -4.23572
C  -2.29216  0.02831  -5.30585
C  -3.11707  -1.05877  -5.56181
C  -3.04498  -2.16382  -4.72136
C  -2.15644  -2.19338  -3.65969
H  -0.82653  0.89329  -4.01922
H  -2.34944  0.91764  -5.92200
H  -3.82107  -1.03695  -6.38388
H  -3.69431  -3.01565  -4.88578
H  -2.11313  -3.06006  -3.01128
S  -1.80117  3.07478  -2.44662

Atom charges from the Löwdin analysis, given in e for atoms 1 to 2: Hf 1.224; C -0.013